(1)
Formula: C47H55IKN5O4Sb
Source: the OMol25 dataset
Level of theory: ωB97M-V/def2-TZVPD

Structure (XYZ):
```
114
Properties=species:S:1:pos:R:3:forces:R:3
K 0.5562 0.1422 -0.8389 1.12 3.39 -0.63
O -1.0534 -1.3512 -0.8893 -1.03 -2.31 -0.75
N -0.6437 -2.4154 -1.4718 -1.41 0.64 0.15
N 0.5852 -2.7111 -1.3178 0.10 0.41 0.48
O 1.4411 -2.0054 -0.6499 0.96 -0.72 0.24
C 1.0171 -3.8923 -1.9348 0.39 -1.23 -0.63
C 2.3310 -4.3195 -1.7580 -0.19 0.38 0.17
C 2.7630 -5.4828 -2.3672 -0.09 -0.20 -0.11
C 1.8972 -6.2276 -3.1502 0.06 -0.11 -0.01
C 0.5861 -5.8050 -3.3211 0.09 -0.06 0.02
C 0.1415 -4.6465 -2.7170 -0.02 0.07 0.01
H 2.9923 -3.7345 -1.1387 -0.02 0.10 0.00
H 3.7800 -5.8199 -2.2238 0.07 0.03 0.02
H 2.2370 -7.1423 -3.6143 0.03 -0.05 -0.06
H -0.0923 -6.3919 -3.9260 -0.05 0.03 -0.01
H -0.8749 -4.3083 -2.8324 -0.04 -0.02 -0.07
O 1.7808 -0.0752 1.3465 0.43 -0.07 0.35
C 2.7590 0.9167 1.5844 0.45 0.22 0.26
C 2.0639 2.2177 1.8663 0.19 -0.06 0.43
C 2.3142 2.9547 3.0184 0.00 -0.03 -0.10
C 1.6943 4.1821 3.1730 -0.04 0.01 -0.11
C 0.8359 4.6239 2.1794 0.05 0.01 0.14
C 0.6243 3.8016 1.0855 -0.13 0.32 0.08
N 1.2227 2.6349 0.9321 -0.18 -0.39 -0.31
H 2.1644 -0.7840 0.8129 -0.05 -0.26 0.05
H 3.4030 1.0724 0.7080 -0.07 -0.09 0.10
H 3.3958 0.6429 2.4406 -0.11 0.03 -0.11
H 2.9836 2.5675 3.7710 0.07 -0.04 0.08
H 1.8773 4.7841 4.0519 0.00 0.03 0.07
H 0.3383 5.5791 2.2500 -0.05 0.07 -0.01
H -0.0373 4.0944 0.2837 -0.12 0.12 -0.14
C 2.2242 -2.3902 3.7682 0.02 -0.06 0.04
C 1.1303 -3.3016 4.2396 0.14 -0.04 0.06
C 1.3860 -4.2329 5.2380 0.07 -0.01 0.09
C 0.4123 -5.1291 5.6447 -0.01 -0.10 0.06
C -0.8319 -5.1019 5.0421 -0.07 -0.13 0.12
C -1.0967 -4.1607 4.0605 -0.24 -0.03 -0.06
C -0.1388 -3.2428 3.6605 -0.06 0.21 -0.34
Sb -0.5301 -1.8378 2.0204 -0.67 -0.69 1.06
C -2.6510 -2.3828 1.8903 0.39 0.22 -0.04
C -2.9236 -3.1498 0.7659 0.11 -0.11 -0.10
C -4.2141 -3.4633 0.3835 -0.08 -0.11 -0.13
C -5.2768 -2.9906 1.1315 -0.06 -0.08 -0.05
C -5.0221 -2.2680 2.2817 -0.10 0.07 0.02
C -3.7234 -1.9670 2.6822 -0.08 -0.01 0.19
C -3.5385 -1.2317 3.9772 -0.05 0.01 0.02
C -0.7510 -0.1482 3.3663 0.16 -0.22 -0.26
C -0.3279 -0.1871 4.6833 0.16 -0.07 0.14
C -0.4033 0.9336 5.4951 0.05 0.00 0.15
C -0.9124 2.1134 4.9850 -0.03 0.09 0.12
C -1.3567 2.1537 3.6751 -0.07 0.11 -0.02
C -1.2808 1.0345 2.8564 0.09 0.16 0.09
C -1.8120 1.0863 1.4638 -0.09 0.06 -0.01
H 3.0967 -2.4547 4.4180 0.04 0.03 -0.02
H 1.8797 -1.3586 3.7394 0.10 0.16 -0.06
H 2.5196 -2.6693 2.7551 0.09 0.07 -0.06
H 2.3635 -4.2609 5.7050 0.06 0.01 -0.02
H 0.6292 -5.8533 6.4194 0.01 -0.01 0.03
H -1.5959 -5.8096 5.3382 -0.04 -0.01 0.00
H -2.0702 -4.1451 3.5871 -0.08 -0.02 0.04
H -2.1001 -3.5041 0.1637 0.03 -0.02 -0.17
H -4.3818 -4.0544 -0.5061 -0.03 -0.03 -0.06
H -6.2952 -3.1942 0.8278 -0.05 -0.02 0.01
H -5.8485 -1.9167 2.8891 -0.03 -0.02 0.04
H -4.3952 -1.3995 4.6310 0.00 0.00 0.02
H -3.4490 -0.1580 3.8066 0.05 0.04 0.11
H -2.6355 -1.5701 4.4803 -0.04 0.06 0.10
H 0.0475 -1.1130 5.0991 0.02 -0.04 0.06
H -0.0729 0.8800 6.5250 0.03 0.00 0.02
H -0.9729 2.9967 5.6085 -0.01 0.03 0.00
H -1.7778 3.0699 3.2819 -0.01 0.07 -0.07
H -2.1032 2.0960 1.1938 -0.01 0.09 -0.13
H -2.6803 0.4355 1.3690 -0.14 -0.07 -0.12
H -1.0703 0.7324 0.7535 -0.14 0.08 0.04
N 4.7137 2.5619 -3.1706 0.21 -0.14 -0.13
C 4.0580 2.4477 -1.9859 0.43 -0.03 -0.06
O 4.5020 1.7671 -1.0696 0.04 -0.06 0.04
C 2.7533 3.1312 -1.8858 -0.28 0.26 0.14
I 2.7132 5.0795 -2.7666 -0.15 -0.01 0.07
H 5.5131 1.9700 -3.3297 -0.12 -0.02 0.09
H 4.2229 2.9205 -3.9717 0.04 0.08 -0.02
H 2.4519 3.2277 -0.8504 0.17 0.12 -0.05
H 1.9448 2.5136 -2.4129 0.20 0.21 0.08
C -2.2511 4.6119 -5.7733 0.01 -0.05 0.05
C -1.8372 4.0071 -4.4583 -0.07 -0.01 -0.01
C -2.5238 4.3060 -3.2913 -0.11 0.14 0.01
C -2.1142 3.7352 -2.0894 -0.05 0.12 0.10
C -2.9098 3.9904 -0.8376 0.02 -0.06 -0.10
C -1.0324 2.8852 -2.0654 0.00 0.05 0.10
C -0.3301 2.5118 -3.2354 0.28 -0.12 -0.16
C -0.7744 3.1267 -4.4303 -0.01 -0.06 -0.15
N 0.6896 1.6384 -3.0934 -0.27 -0.20 -0.06
C 1.1964 0.8875 -4.2196 0.01 -0.20 -0.36
C 2.2368 -0.0932 -3.6521 -0.25 0.27 -0.06
C 1.9042 1.7249 -5.3286 -0.13 -0.15 0.17
C 0.0694 0.0413 -4.8422 0.20 0.12 0.10
H -3.0872 5.2976 -5.6431 -0.05 0.02 -0.04
H -2.5478 3.8229 -6.4667 -0.04 0.06 -0.09
H -1.4226 5.1607 -6.2245 0.00 0.01 -0.04
H -3.3829 4.9642 -3.3120 -0.06 0.09 -0.01
H -3.6459 4.7747 -1.0053 -0.06 0.04 0.05
H -2.2762 4.2871 -0.0007 0.01 -0.01 0.07
H -3.4359 3.0760 -0.5592 -0.09 0.04 0.14
H -0.7298 2.4236 -1.1327 -0.05 0.02 0.08
H -0.2802 2.9164 -5.3650 0.10 -0.05 -0.09
H 3.0761 0.4475 -3.2220 0.13 0.01 0.06
H 2.6146 -0.7561 -4.4308 0.02 -0.09 -0.02
H 1.7838 -0.6880 -2.8644 0.09 -0.30 -0.04
H 2.0603 2.7476 -4.9914 0.04 0.14 0.02
H 1.3120 1.7564 -6.2393 -0.06 0.11 -0.17
H 2.8677 1.2856 -5.5862 0.13 -0.02 -0.06
H -0.3869 -0.5676 -4.0626 -0.05 -0.11 0.05
H 0.4535 -0.6139 -5.6239 0.02 -0.08 -0.14
H -0.7027 0.6821 -5.2598 -0.10 0.01 -0.08
```
Positions in Å, forces in eV/Å.

Computed properties:
Kohn-Sham gap: 5.7 eV
E_HOMO: -0.1301 Eh
max |F|: 3.627 eV Å⁻¹
net charge: -1
LUMO energy: 2.20 eV

Here are the Mulliken charges for atoms 1 to 2, given in e: K 1.7689; O -0.3237

(2)
Formula: C47H56CrGe2NO2STe
Source: the OMol25 dataset
Level of theory: ωB97M-V/def2-TZVPD

Structure (XYZ):
```
111
Properties=species:S:1:pos:R:3:forces:R:3
Cr 0.0415 0.4195 0.3008 0.80 0.61 -1.34
C 2.2518 -1.0836 4.6802 -0.01 0.06 -0.17
C 2.0228 -0.7044 3.2003 0.10 -0.06 0.21
Ge 0.1418 -0.3006 2.7549 -0.37 -1.08 0.65
C -0.4949 0.9667 4.1389 -0.04 0.16 0.14
C -0.6820 0.3175 5.5247 -0.02 0.16 -0.06
C -0.8674 -1.9268 3.1220 0.01 -0.22 0.44
C -1.7304 -2.4066 2.2239 -0.58 -0.49 0.01
Ge -1.4911 -1.6615 0.4251 -0.35 -0.52 0.85
C -0.3519 -2.8627 -0.5965 0.20 -0.03 -0.23
C -1.0123 -4.1399 -1.1329 0.05 0.00 -0.08
C -3.0138 -1.0035 -0.5987 -0.19 0.05 -0.04
C -4.1993 -1.9691 -0.7691 0.02 0.11 -0.07
C -2.6964 -3.5320 2.4843 0.18 0.16 0.00
C -3.3004 -4.2314 1.4361 0.09 0.04 0.04
C -4.1783 -5.2862 1.6696 0.11 0.15 -0.03
C -4.4777 -5.6580 2.9704 -0.01 0.01 0.07
C -3.9093 -4.9576 4.0300 0.08 0.06 -0.04
C -3.0368 -3.9042 3.7899 -0.03 -0.02 0.05
H 3.2127 -1.5931 4.7988 -0.07 0.07 -0.01
H 1.4785 -1.7572 5.0646 0.11 0.07 -0.10
H 2.2705 -0.1999 5.3260 -0.01 -0.12 -0.14
H 2.3021 -1.5349 2.5512 0.04 0.00 0.03
H 2.6516 0.1436 2.9273 0.10 0.02 -0.01
H -1.4464 1.3935 3.8251 -0.02 -0.01 0.12
H 0.2191 1.7967 4.1947 -0.05 -0.02 0.08
H -1.2508 -0.6133 5.4657 0.03 0.10 -0.02
H -1.2384 0.9955 6.1779 0.05 -0.04 -0.03
H 0.2663 0.1016 6.0162 -0.10 0.00 -0.08
H -0.7788 -2.4176 4.0999 -0.10 0.11 -0.23
H 0.4764 -3.1077 0.0660 0.00 -0.12 0.05
H 0.0474 -2.2673 -1.4177 0.07 -0.05 -0.09
H -1.3037 -4.8213 -0.3322 0.06 0.06 -0.06
H -0.3015 -4.6692 -1.7739 -0.08 0.02 0.02
H -1.8968 -3.9249 -1.7422 0.15 0.00 0.06
H -2.5936 -0.7274 -1.5670 -0.10 0.03 -0.09
H -3.3375 -0.0817 -0.1168 -0.13 0.06 -0.01
H -3.9163 -2.8796 -1.3070 -0.04 0.16 0.06
H -4.9823 -1.4778 -1.3527 0.04 -0.05 0.02
H -4.6327 -2.2661 0.1881 0.05 0.08 -0.09
H -3.0814 -3.9488 0.4119 -0.03 -0.12 0.16
H -4.6281 -5.8124 0.8348 0.05 0.05 0.04
H -5.1590 -6.4809 3.1613 0.07 0.10 -0.01
H -4.1514 -5.2328 5.0504 0.02 0.04 -0.07
H -2.6270 -3.3524 4.6309 -0.04 -0.08 -0.09
C -2.6731 2.5513 -6.0058 0.05 -0.08 0.25
C -1.9863 1.9118 -4.8126 -0.07 -0.01 -0.19
C -1.2009 0.7623 -4.9427 0.09 -0.12 -0.18
C -0.5266 0.2017 -3.8723 0.00 -0.35 -0.64
C 0.1930 -1.1194 -4.0594 0.08 0.03 0.28
O -0.4333 -2.0862 -4.4376 0.15 0.16 0.02
C 1.6638 -1.2039 -3.7599 -0.18 0.00 -0.16
C 2.4229 -0.0504 -3.6351 0.19 0.15 -0.09
C 3.7967 -0.1284 -3.4368 -0.09 0.09 -0.05
C 4.4120 -1.3686 -3.3525 0.03 -0.14 -0.03
C 3.6549 -2.5346 -3.4654 -0.11 0.05 -0.02
C 2.2833 -2.4514 -3.6709 0.02 0.04 0.03
C -0.6359 0.7564 -2.5969 0.18 -0.23 0.64
O 0.0505 0.2088 -1.6177 -0.27 0.16 -0.09
C -1.5110 1.8433 -2.4112 -0.19 0.41 0.23
C -2.1444 2.4123 -3.5385 -0.09 0.08 0.18
C -1.8021 2.3802 -1.0792 -0.09 0.03 -0.20
N -1.3983 1.8402 0.0355 -0.03 0.28 0.13
C -1.6867 2.5078 1.3265 0.31 0.12 -0.44
C -0.5608 3.4671 1.7267 -0.13 -0.32 -0.07
Te 1.3717 2.6841 1.2132 0.25 0.27 0.45
C 1.6145 3.8223 -0.5307 -0.05 -0.11 -0.15
C 1.6857 3.1788 -1.7623 0.01 0.22 -0.13
C 1.8051 3.9417 -2.9224 0.01 0.01 0.06
C 1.8705 5.3295 -2.8396 -0.02 -0.08 -0.01
C 1.8150 5.9598 -1.5994 -0.01 0.07 -0.06
C 1.6861 5.2079 -0.4395 -0.01 0.05 -0.04
C -2.6328 3.6337 -1.0402 0.11 -0.11 0.12
C -2.0228 4.8619 -1.2737 0.06 0.04 0.01
C -2.7691 6.0322 -1.1921 0.04 0.00 -0.01
C -4.1248 5.9749 -0.8935 0.01 -0.03 -0.02
C -4.7399 4.7440 -0.6950 -0.11 -0.02 0.02
C -3.9951 3.5744 -0.7665 -0.10 -0.12 0.02
H -2.4054 2.0457 -6.9333 0.01 0.00 0.05
H -2.3941 3.6031 -6.1032 0.02 -0.07 0.01
H -3.7612 2.5133 -5.9050 0.09 -0.03 0.01
H -1.1119 0.2798 -5.9146 -0.02 0.07 0.11
H 1.9398 0.9182 -3.7175 0.04 -0.08 -0.01
H 4.3881 0.7789 -3.3647 -0.05 -0.06 0.00
H 5.4884 -1.4316 -3.2164 -0.13 -0.01 -0.01
H 4.1392 -3.5056 -3.4090 -0.07 0.12 -0.01
H 1.6717 -3.3406 -3.7770 0.06 0.03 -0.02
H -2.8071 3.2604 -3.3974 0.10 -0.06 0.01
H -1.7828 1.7338 2.0707 -0.05 -0.23 0.03
H -2.6240 3.0436 1.2972 -0.25 0.19 -0.05
H -0.5599 3.6448 2.7989 -0.04 0.04 0.02
H -0.6352 4.4148 1.2041 0.00 0.13 -0.09
H 1.6375 2.0965 -1.8212 -0.05 0.04 0.01
H 1.8383 3.4491 -3.8908 0.02 0.07 0.12
H 1.9707 5.9220 -3.7436 -0.02 -0.07 0.11
H 1.8755 7.0419 -1.5329 -0.01 -0.13 -0.03
H 1.6366 5.7034 0.5256 0.04 -0.04 -0.08
H -0.9665 4.8990 -1.5293 -0.08 0.01 0.04
H -2.2878 6.9899 -1.3667 -0.07 -0.12 0.02
H -4.7047 6.8875 -0.8242 0.03 -0.06 -0.02
H -5.8050 4.6913 -0.4816 0.20 0.02 -0.04
H -4.4749 2.6089 -0.6130 0.08 0.15 -0.01
C 3.1253 -2.3343 -0.0601 0.00 0.01 0.26
S 2.4668 -0.6703 -0.2278 -0.10 0.16 -0.28
C 3.9495 0.2309 0.2437 0.16 -0.24 0.11
H 3.3669 -2.5578 0.9789 0.00 -0.05 -0.03
H 4.0179 -2.3848 -0.6789 0.02 -0.04 0.01
H 2.3921 -3.0371 -0.4394 0.03 -0.01 -0.04
H 4.7244 -0.0014 -0.4923 -0.07 0.04 0.12
H 4.2797 -0.0576 1.2437 0.00 0.08 -0.08
H 3.7555 1.2975 0.2138 -0.04 0.11 -0.03
```
Positions in Å, forces in eV/Å.

Computed properties:
Kohn-Sham gap (spin up / spin down): 7.4 / 6.4 eV
E_HOMO (spin up / spin down): -0.3719 / -0.3869 Eh
multiplicity: 5
max |F|: 1.674 eV Å⁻¹
<S²>: 6.037
net charge: +1
LUMO energy (spin up / spin down): -2.72 / -4.18 eV

Here are the Mulliken charges for atoms 1 to 2, given in e: Cr -4.8527; C -1.3575